Computed, not measured: the molecule CH4N2O2 in a non-equilibrium geometry, with ωB97M-V/def2-TZVPD.

Results
net charge	0
spin multiplicity	1
max |F|	3.8	eV Å⁻¹
HOMO (spin up / spin down)	-9.3 / -9.3	eV
relative energy (zero: lowest compared OMol25 entry of this formula, charge and spin)	438.9	kJ/mol

Geometry as XYZ:
```
9
CH4N2O2 | OMol25 | ωB97M-V/def2-TZVPD
C 0.61319 -0.64695 0.95432
N -0.50501 0.12645 0.35466
O -0.50031 -0.24479 -0.98627
N -0.62899 1.06994 -1.58413
O -1.14541 1.08876 -2.65995
H 0.56828 -0.46185 2.02474
H 1.58543 -0.34924 0.55001
H 0.43547 -1.70533 0.77817
H -0.42265 1.12302 0.56844
```